{
  "formula": "C13H17N3O4",
  "method": "wB97M-V/def2-TZVPD",
  "species": ["N", "C", "O", "C", "C", "N", "C", "O", "C", "N", "C", "C", "C", "C", "C", "C", "C", "C", "O", "O", "H", "H", "H", "H", "H", "H", "H", "H", "H", "H", "H", "H", "H", "H", "H", "H", "H"],
  "xyz": [[4.826, 1.390, -0.150], [3.507, 1.388, -0.559], [2.767, 2.314, -0.463], [3.190, 0.151, -1.366], [2.684, -1.124, -0.383], [1.460, -0.692, 0.353], [0.293, -0.334, -0.251], [0.032, -0.739, -1.388], [-0.798, 0.313, 0.658], [-0.093, 1.123, 1.738], [-1.834, 1.101, -0.089], [-3.127, 0.338, 0.033], [-3.215, -1.008, -0.280], [-4.443, -1.682, -0.487], [-5.653, -1.053, -0.189], [-5.551, 0.260, 0.257], [-4.389, 0.943, 0.229], [3.831, -1.528, 0.554], [3.829, -1.815, 1.755], [4.960, -1.686, -0.195], [5.191, 2.162, 0.413], [5.436, 0.630, -0.250], [4.187, -0.157, -1.794], [2.337, 0.265, -2.075], [2.455, -2.067, -0.950], [1.800, -0.043, 1.090], [-1.257, -0.462, 1.362], [0.366, 1.870, 1.266], [-0.802, 1.648, 2.215], [-1.529, 1.293, -1.153], [-1.928, 2.168, 0.325], [-2.325, -1.614, -0.299], [-4.307, -2.689, -0.672], [-6.657, -1.534, -0.520], [-6.472, 0.818, 0.360], [-4.456, 1.988, 0.442], [5.684, -1.938, 0.465]],
  "nbo_charge": [-0.840, 0.657, -0.592, -0.505, -0.131, -0.615, 0.678, -0.624, -0.143, -0.824, -0.443, -0.030, -0.195, -0.214, -0.207, -0.224, -0.197, 0.771, -0.571, -0.707, 0.403, 0.395, 0.235, 0.270, 0.262, 0.417, 0.240, 0.349, 0.355, 0.253, 0.214, 0.212, 0.209, 0.221, 0.209, 0.203, 0.508],
  "mol_weight_g_mol": 279.3,
  "gap_ev": 9.246,
  "lumo_energy_ha": 0.01189,
  "e_above_lowest_kj_mol": 215.1,
  "e_tot_ha": -970.80638,
  "smiles": "NC(=O)C[C@H](NC(=O)[C@@H](N)Cc1ccccc1)C(=O)O"
}

=====

{
  "formula": "C13H17N5OS2Tc",
  "method": "wB97M-V/def2-TZVPD",
  "species": ["Tc", "S", "C", "C", "N", "C", "S", "C", "N", "C", "C", "C", "C", "N", "H", "H", "H", "H", "H", "H", "H", "H", "H", "N", "C", "N", "C", "C", "O", "C", "C", "H", "H", "H", "H", "H", "H", "H", "H"],
  "xyz": [[-0.132, 1.222, 1.013], [1.703, 1.633, -0.309], [2.126, 3.291, 0.032], [3.144, 3.880, -0.782], [3.964, 4.322, -1.456], [1.524, 3.968, 1.032], [0.320, 3.206, 2.049], [1.853, 5.328, 1.330], [2.094, 6.421, 1.591], [-3.830, 1.872, -0.554], [-2.351, 1.907, -0.932], [-1.890, 3.340, -1.192], [-2.072, 1.019, -2.144], [-1.598, 1.378, 0.203], [-4.434, 2.251, -1.380], [-4.013, 2.491, 0.324], [-4.147, 0.852, -0.333], [-2.470, 3.771, -2.009], [-0.833, 3.356, -1.463], [-2.026, 3.954, -0.301], [-2.624, 1.389, -3.010], [-2.383, -0.008, -1.947], [-1.007, 1.027, -2.376], [0.519, -0.731, 1.142], [0.983, -1.786, 1.232], [1.505, -2.976, 1.334], [0.819, -4.029, 2.102], [0.149, -4.988, 1.132], [1.090, -5.496, 0.205], [1.651, -4.465, -0.587], [2.408, -3.476, 0.282], [0.100, -3.568, 2.777], [1.574, -4.553, 2.690], [-0.664, -4.474, 0.602], [-0.265, -5.842, 1.665], [0.861, -3.945, -1.144], [2.325, -4.941, -1.298], [2.783, -2.632, -0.295], [3.246, -3.970, 0.775]],
  "lowdin_spin": [0.767, 0.038, 0.000, -0.001, -0.004, 0.026, 0.041, 0.003, 0.010, 0.002, 0.015, 0.000, 0.001, 0.052, 0.000, 0.001, 0.001, 0.000, 0.000, 0.000, 0.001, 0.000, 0.000, 0.021, 0.018, 0.004, 0.001, 0.000, 0.000, 0.000, 0.002, 0.000, 0.000, 0.000, 0.000, 0.000, 0.000, 0.000, 0.000],
  "spin_multiplicity": 2,
  "mol_weight_g_mol": 421.4,
  "gap_ev": [7.758, 7.231],
  "lumo_energy_ha": [0.00093, -0.03840],
  "e_above_lowest_kj_mol": 0.7,
  "e_tot_ha": -1731.72604
}

=====

{
  "formula": "C13H17N8O7P",
  "method": "wB97M-V/def2-TZVPD",
  "species": ["O", "O", "O", "N", "N", "N", "O", "O", "O", "O", "C", "C", "C", "C", "C", "C", "C", "N", "N", "N", "N", "N", "C", "C", "C", "C", "C", "C", "P", "H", "H", "H", "H", "H", "H", "H", "H", "H", "H", "H", "H", "H", "H", "H", "H", "H"],
  "xyz": [[-5.184, -0.242, 0.797], [2.318, -4.515, -1.923], [3.300, -3.631, -3.980], [0.660, -1.014, -2.647], [1.000, 0.158, -2.231], [-1.707, 0.213, 2.669], [3.361, 1.495, 2.087], [1.129, 0.074, 2.687], [1.180, 2.201, -0.194], [0.880, -4.258, -3.897], [-4.131, 0.004, 1.334], [-2.741, -0.395, 3.205], [2.887, -1.044, -2.318], [-1.877, 0.752, 1.403], [-3.023, 0.678, 0.687], [1.818, -1.819, -2.625], [-1.523, 1.599, -0.615], [-2.486, -1.024, 4.411], [-3.934, -0.576, 2.574], [2.315, 0.166, -2.018], [-0.951, 1.430, 0.614], [-2.786, 1.207, -0.551], [-3.721, 1.275, -1.690], [3.027, 1.342, -1.532], [2.718, 0.847, 0.969], [1.272, 0.460, 1.281], [0.488, 1.698, 0.912], [2.559, 1.847, -0.162], [2.112, -3.607, -3.100], [3.069, 1.074, 2.913], [0.173, 0.089, 2.936], [1.184, -5.169, -3.946], [3.927, -1.301, -2.293], [-1.064, 1.999, -1.523], [-3.102, -1.785, 4.658], [-1.533, -0.989, 4.763], [-4.660, -1.094, 3.051], [-3.312, 0.781, -2.576], [-3.909, 2.290, -1.996], [-4.644, 0.736, -1.478], [2.923, 2.180, -2.242], [4.069, 1.112, -1.491], [3.304, -0.014, 0.634], [0.923, -0.376, 0.643], [0.514, 2.441, 1.748], [3.174, 2.705, 0.051]],
  "nbo_charge": [-0.567, -1.181, -1.176, -0.234, -0.133, -0.599, -0.720, -0.754, -0.512, -1.008, 0.642, 0.643, -0.065, 0.386, -0.053, -0.276, 0.320, -0.780, -0.584, -0.199, -0.320, -0.255, -0.431, -0.222, 0.061, 0.032, 0.253, 0.077, 2.311, 0.497, 0.501, 0.498, 0.259, 0.291, 0.403, 0.432, 0.444, 0.246, 0.227, 0.265, 0.219, 0.232, 0.203, 0.217, 0.199, 0.213],
  "mol_weight_g_mol": 428.3,
  "gap_ev": 5.331,
  "lumo_energy_ha": -0.04243,
  "e_tot_ha": -1811.69030
}

=====

{
  "formula": "C13H17NO6S",
  "method": "wB97M-V/def2-TZVPD",
  "species": ["C", "O", "C", "C", "C", "C", "S", "O", "O", "N", "C", "C", "C", "C", "C", "O", "C", "C", "C", "O", "O", "H", "H", "H", "H", "H", "H", "H", "H", "H", "H", "H", "H", "H", "H", "H", "H", "H"],
  "xyz": [[-3.568, -3.404, 0.088], [-3.702, -2.001, 0.066], [-2.610, -1.229, 0.025], [-1.302, -1.725, 0.011], [-0.219, -0.870, -0.040], [-0.429, 0.497, -0.078], [0.969, 1.600, -0.176], [1.687, 1.365, -1.396], [0.515, 2.934, 0.102], [1.927, 1.065, 1.089], [3.333, 0.821, 0.850], [3.682, -0.671, 1.027], [5.130, -0.946, 0.602], [4.996, -1.172, -0.910], [3.498, -1.481, -1.106], [2.908, -1.496, 0.187], [-1.703, 1.017, -0.061], [-2.808, 0.172, -0.007], [-4.175, 0.741, 0.019], [-5.202, 0.126, 0.139], [-4.170, 2.081, -0.104], [-4.586, -3.788, 0.113], [-3.031, -3.743, 0.979], [-3.062, -3.774, -0.809], [-1.124, -2.788, 0.042], [0.791, -1.251, -0.037], [1.702, 1.542, 1.945], [3.532, 1.110, -0.184], [3.959, 1.422, 1.514], [3.461, -0.978, 2.053], [5.490, -1.849, 1.094], [5.796, -0.122, 0.848], [5.277, -0.279, -1.467], [5.622, -1.996, -1.248], [3.321, -2.465, -1.545], [3.012, -0.719, -1.726], [-1.835, 2.087, -0.084], [-5.083, 2.408, -0.080]],
  "nbo_charge": [-0.256, -0.471, 0.451, -0.326, -0.139, -0.381, 2.316, -0.946, -0.941, -0.875, -0.266, 0.093, -0.428, -0.441, -0.090, -0.538, -0.111, -0.266, 0.784, -0.575, -0.693, 0.209, 0.179, 0.180, 0.225, 0.266, 0.409, 0.230, 0.203, 0.191, 0.215, 0.213, 0.212, 0.217, 0.188, 0.196, 0.264, 0.502],
  "mol_weight_g_mol": 315.3,
  "gap_ev": 9.435,
  "lumo_energy_ha": 0.01499,
  "e_above_lowest_kj_mol": 13.2,
  "e_tot_ha": -1409.94644,
  "smiles": "COc1ccc(S(=O)(=O)NC[C@@H]2CCCO2)cc1C(=O)O"
}

=====

{
  "formula": "C13H17P",
  "method": "wB97M-V/def2-TZVPD",
  "species": ["C", "C", "C", "P", "C", "C", "C", "C", "C", "C", "C", "C", "C", "C", "H", "H", "H", "H", "H", "H", "H", "H", "H", "H", "H", "H", "H", "H", "H", "H", "H"],
  "xyz": [[-4.034, -1.493, -1.764], [-3.210, -0.629, -0.949], [-2.725, -0.011, -0.033], [-1.865, 1.422, 0.304], [-2.063, 1.549, 2.142], [0.130, 0.536, 0.105], [1.083, 1.330, -0.538], [0.882, 2.772, -0.874], [2.334, 0.769, -0.809], [2.743, -0.424, -0.292], [4.188, -0.871, -0.435], [1.816, -1.147, 0.517], [0.472, -0.772, 0.607], [-0.518, -1.697, 1.222], [-3.324, -2.213, -2.144], [-4.469, -2.178, -1.107], [-4.702, -1.006, -2.449], [-2.891, 1.013, 2.545], [-2.072, 2.527, 2.431], [-1.143, 1.125, 2.588], [-0.243, 2.836, -0.747], [1.373, 3.378, -0.097], [1.318, 3.050, -1.906], [3.056, 1.445, -1.347], [4.207, -1.931, -0.563], [4.773, -0.298, -1.276], [4.922, -0.629, 0.398], [2.100, -2.263, 0.716], [-1.512, -1.415, 1.516], [-0.703, -2.458, 0.331], [0.075, -2.318, 1.905]],
  "nbo_charge": [-0.701, 0.095, -0.473, 0.778, -0.934, -0.078, -0.079, -0.642, -0.217, -0.017, -0.630, -0.227, -0.074, -0.640, 0.244, 0.248, 0.243, 0.236, 0.222, 0.236, 0.230, 0.220, 0.222, 0.199, 0.215, 0.216, 0.224, 0.201, 0.242, 0.217, 0.224],
  "mol_weight_g_mol": 204.3,
  "gap_ev": 8.894,
  "lumo_energy_ha": 0.02893,
  "e_above_lowest_kj_mol": 271.6,
  "e_tot_ha": -846.75682,
  "smiles": "CC#CP(C)c1c(C)cc(C)cc1C"
}

=====

{
  "formula": "C13H18BrMnN3O4",
  "method": "wB97M-V/def2-TZVPD",
  "species": ["Mn", "C", "C", "C", "C", "C", "Br", "N", "C", "H", "H", "H", "H", "H", "H", "C", "N", "C", "C", "C", "O", "N", "C", "O", "H", "H", "H", "H", "H", "C", "O", "H", "H", "H", "C", "O", "H", "H", "H", "H"],
  "xyz": [[0.903, 0.511, 0.752], [-3.620, 3.117, -1.241], [-2.378, 3.111, -0.401], [-1.980, 4.229, 0.336], [-0.835, 4.208, 1.120], [-0.119, 3.034, 1.125], [1.483, 2.725, 2.101], [-0.478, 1.958, 0.439], [-1.581, 1.979, -0.319], [-3.890, 4.131, -1.526], [-4.457, 2.694, -0.682], [-3.488, 2.529, -2.148], [-2.572, 5.134, 0.293], [-0.510, 5.063, 1.695], [-1.808, 1.075, -0.871], [1.124, -4.400, -1.879], [1.329, -3.404, -0.803], [1.996, -3.758, 0.311], [2.252, -2.912, 1.363], [1.762, -1.626, 1.177], [1.876, -0.560, 1.935], [1.063, -1.275, 0.077], [0.825, -2.104, -0.999], [0.238, -1.755, -1.989], [2.092, -4.757, -2.223], [0.600, -3.912, -2.692], [0.526, -5.222, -1.493], [2.339, -4.785, 0.325], [2.815, -3.213, 2.231], [2.396, 0.797, -1.746], [1.781, 1.185, -0.505], [3.385, 0.410, -1.496], [2.479, 1.703, -2.341], [1.793, 0.036, -2.239], [-1.416, -1.288, 1.872], [-0.647, -0.055, 2.009], [-2.356, -1.163, 2.402], [-0.854, -2.128, 2.275], [-1.601, -1.423, 0.811], [-0.467, 0.112, 2.945]],
  "lowdin_spin": [1.232, 0.000, 0.000, 0.004, -0.002, -0.002, 0.001, -0.017, 0.004, 0.000, 0.000, 0.000, 0.000, 0.000, 0.000, -0.001, -0.004, 0.007, -0.002, 0.007, -0.042, -0.010, 0.001, 0.012, 0.000, 0.000, 0.000, 0.000, 0.000, -0.011, -0.158, -0.014, -0.001, -0.002, 0.001, -0.002, 0.000, 0.000, 0.000, 0.000],
  "spin_multiplicity": 2,
  "mol_weight_g_mol": 415.1,
  "gap_ev": [6.313, 7.351],
  "lumo_energy_ha": [-0.35160, -0.31457],
  "e_above_lowest_kj_mol": 26.7,
  "charge": 2,
  "e_tot_ha": -4695.79947
}

=====

Question: Which formula does entry 3 have?
Answer: C13H17N8O7P

=====

Question: Number 5 is which compound?
Answer: C13H17P